1.
2 unconnected molecules or ions with the total composition CH4BBr in a non-equilibrium geometry, computed with ωB97M-V/def2-TZVPD.

Output
2S+1: 1
Energy relative to the best compared isomer or geometry (same formula, charge and spin) (kJ/mol): 465.8
HOMO (spin up / spin down) (eV): -8.76 / -6.90
LUMO level (spin up / spin down) (eV): -1.37 / -3.17
Kohn-Sham gap (spin up / spin down) (eV): 7.393 / 3.734

Structure (XYZ):
```
7
Properties=species:S:1:pos:R:3:lowdin_charge:R:1
B 0.739 0.714 -0.168 0.31
C -0.455 -0.204 -0.076 -0.08
Br 5.048 -0.026 0.000 -0.44
H 1.764 1.186 -0.368 -0.03
H -1.417 0.269 0.120 0.07
H -0.587 -0.828 -0.964 0.08
H -0.276 -0.900 0.751 0.09
```

2.
A gas-phase ion, C7H15N3OPS (charge +1) in a non-equilibrium geometry, computed with ωB97M-V/def2-TZVPD.

Output
2S+1: 1
Structure (SMILES): [H]/N=[N+](/N=P(C)=S)OC1CCCCC1
Net charge: +1
Energy relative to the best compared isomer or geometry (same formula, charge and spin) (kJ/mol): 190.4
HOMO (eV): -13.88
LUMO level (eV): -5.62
Kohn-Sham gap (eV): 8.258

Structure (XYZ):
```
28
Properties=species:S:1:pos:R:3:lowdin_charge:R:1
H 0.228 -2.471 -0.938 0.08
N 1.188 -2.263 -0.969 0.28
N 1.598 -1.389 -0.233 -0.32
N 2.740 -1.140 0.187 -0.14
P 3.462 0.295 0.332 0.53
C 4.852 0.034 1.605 -0.19
S 2.961 1.575 -1.032 0.38
O 0.646 -0.597 0.415 -0.05
C -0.683 -0.680 0.007 -0.33
C -1.296 0.134 1.132 -0.13
C -2.708 0.523 0.827 -0.17
C -2.975 1.225 -0.525 -0.17
C -2.359 0.366 -1.621 -0.20
C -0.888 0.126 -1.319 -0.12
H 5.119 1.012 2.157 0.09
H 4.416 -0.728 2.322 0.07
H 5.787 -0.348 1.102 0.08
H -1.105 -1.638 -0.002 0.14
H -0.687 1.030 1.076 0.13
H -1.206 -0.313 2.094 0.13
H -3.080 1.028 1.650 0.09
H -3.368 -0.381 0.704 0.14
H -3.975 1.157 -0.823 0.10
H -2.528 2.233 -0.534 0.13
H -2.909 -0.571 -1.791 0.13
H -2.338 0.917 -2.507 0.10
H -0.392 -0.284 -2.223 0.12
H -0.499 1.149 -1.091 0.13
```

3.
3 unconnected molecules or ions with the total composition C20H32OP in a non-equilibrium geometry, computed with ωB97M-V/def2-TZVPD.

Output
2S+1: 1
Net charge: +1
HOMO (eV): -10.86
LUMO level (eV): -2.94
Kohn-Sham gap (eV): 7.921

Structure (XYZ):
```
54
Properties=species:S:1:pos:R:3:lowdin_charge:R:1
C 1.659 -1.231 2.566 -0.13
C 0.258 -0.477 2.964 -0.28
C 0.400 0.713 4.082 -0.21
C -0.107 2.200 3.565 -0.49
C 0.730 2.652 2.214 -0.12
P -2.003 2.382 3.421 1.06
C -2.914 0.732 3.113 -0.32
C -4.551 0.816 3.184 -0.38
C -5.108 -0.488 2.297 -0.06
O -4.942 0.543 4.593 -0.12
H 2.376 -1.446 3.472 0.09
H 2.159 -0.663 1.671 0.08
H 1.355 -2.303 2.138 0.09
H -0.439 -1.312 3.455 0.11
H -0.336 -0.122 1.992 0.10
H -0.307 0.444 5.005 0.12
H 1.515 0.853 4.432 0.13
H 0.236 2.962 4.418 0.14
H 1.860 2.785 2.573 0.11
H 0.312 3.649 1.759 0.09
H 0.769 1.781 1.404 0.09
H -2.594 3.085 4.568 0.06
H -2.317 3.239 2.270 0.05
H -2.520 0.289 2.078 0.11
H -2.529 -0.034 3.943 0.12
H -4.959 1.833 2.774 0.16
H -4.345 -0.734 1.416 0.09
H -6.140 -0.278 1.786 0.10
H -5.215 -1.458 2.978 0.11
H -4.551 -0.378 4.765 0.11
C 1.650 -2.463 -1.122 -0.11
C 2.150 -1.344 -1.788 -0.12
C 3.461 -1.342 -2.264 -0.10
C 4.270 -2.464 -2.081 -0.08
C 3.769 -3.584 -1.418 -0.09
C 2.461 -3.583 -0.935 -0.10
H 0.630 -2.463 -0.749 0.10
H 1.517 -0.473 -1.937 0.09
H 3.852 -0.468 -2.777 0.10
H 5.290 -2.465 -2.456 0.11
H 4.399 -4.459 -1.278 0.11
H 2.073 -4.453 -0.414 0.10
C -0.279 1.327 -6.951 -0.09
C 0.958 1.919 -6.695 -0.09
C 1.795 1.388 -5.714 -0.09
C 1.400 0.260 -4.995 -0.10
C 0.165 -0.334 -5.254 -0.10
C -0.677 0.202 -6.229 -0.10
H -0.933 1.743 -7.713 0.10
H 1.269 2.794 -7.259 0.10
H 2.756 1.853 -5.510 0.10
H 2.055 -0.157 -4.235 0.06
H -0.142 -1.214 -4.695 0.10
H -1.641 -0.257 -6.426 0.10
```

4.
C5H7NO in the gas phase in a non-equilibrium geometry, computed with ωB97M-V/def2-TZVPD.

Output
2S+1: 1
Structure (SMILES): O=C1CC=CCN1
Energy relative to the best compared isomer or geometry (same formula, charge and spin) (kJ/mol): 132.9
HOMO (eV): -8.95
LUMO level (eV): 0.83
Kohn-Sham gap (eV): 9.779

Structure (XYZ):
```
14
Properties=species:S:1:pos:R:3:lowdin_charge:R:1
O -1.138 -0.475 -2.148 0.05
C -0.881 -0.189 -0.993 -0.53
C -0.358 1.157 -0.815 -0.13
C 0.831 1.068 0.057 -0.10
C 1.020 0.131 0.976 -0.08
C -0.014 -0.915 1.161 -0.19
N -0.831 -1.091 0.000 0.08
H -1.088 1.832 -0.401 0.13
H -0.135 1.525 -1.831 0.13
H 1.613 1.426 -0.688 0.14
H 1.902 0.076 1.595 0.10
H -0.660 -0.669 1.997 0.12
H 0.479 -1.866 1.387 0.13
H -1.018 -2.035 -0.272 0.15
```

5.
2 unconnected molecules or ions with the total composition H5N5O in a non-equilibrium geometry, computed with ωB97M-V/def2-TZVPD.

Output
2S+1: 1
Energy relative to the best compared isomer or geometry (same formula, charge and spin) (kJ/mol): 75.6
HOMO (spin up / spin down) (eV): -6.88 / -6.87
LUMO level (spin up / spin down) (eV): 0.56 / 0.56
Kohn-Sham gap (spin up / spin down) (eV): 7.431 / 7.421

Structure (XYZ):
```
11
Properties=species:S:1:pos:R:3:lowdin_charge:R:1
N -1.114 1.182 0.203 -0.04
N -2.222 0.386 -0.118 -0.09
N -0.088 0.424 0.061 -0.14
N -1.664 -0.955 -0.422 -0.08
N -0.224 -0.832 -0.259 -0.03
O 2.886 0.154 0.108 -0.10
H 3.243 0.177 1.104 0.13
H -2.619 1.017 -0.816 0.09
H 0.926 0.775 0.172 0.16
H -2.167 -1.616 0.173 0.08
H 3.044 -0.713 -0.207 0.01
```

6.
A molecular structure, C38H25Br2CeCl2N8O5S3 in a non-equilibrium geometry, computed with ωB97M-V/def2-TZVPD.

Output
2S+1: 1
Net charge: -1
Energy relative to the best compared isomer or geometry (same formula, charge and spin) (kJ/mol): 0.0
HOMO (eV): -5.58
LUMO level (eV): 1.13
Kohn-Sham gap (eV): 6.711

Structure (XYZ):
```
84
Properties=species:S:1:pos:R:3:lowdin_charge:R:1
Ce 0.657 -0.141 1.772 0.85
C -1.445 2.284 -0.245 -0.03
C -0.026 2.803 -0.305 -0.26
C 0.311 3.950 -1.094 0.00
C 1.607 4.298 -1.327 0.00
C 2.628 3.526 -0.677 -0.16
C 4.047 3.760 -0.749 -0.64
Br 4.798 5.287 -1.575 0.74
C 4.952 2.947 -0.132 -0.19
C 4.509 1.863 0.660 -0.59
Br 5.759 0.743 1.520 0.83
C 3.182 1.592 0.825 -0.36
O 2.686 0.642 1.565 -0.26
C 2.216 2.429 0.092 -0.11
N 0.913 2.054 0.260 0.10
H -1.901 2.537 -1.221 0.09
H -1.964 2.826 0.527 0.08
H -1.519 1.226 -0.042 0.04
H -0.529 4.454 -1.537 0.11
H 1.923 5.167 -1.869 0.08
H 6.044 3.195 -0.241 0.11
N 7.544 -3.925 -1.512 0.08
C 6.241 -3.618 -1.128 -0.33
C 5.150 -4.201 -1.756 -0.04
C 3.862 -3.907 -1.329 -0.06
C 3.694 -3.063 -0.208 -0.25
C 4.774 -2.504 0.449 -0.08
C 6.063 -2.823 0.023 -0.03
S 1.979 -2.659 0.240 0.67
O 1.208 -3.801 -0.220 -0.28
O 1.974 -2.370 1.670 -0.36
N 1.452 -1.225 -0.300 -0.17
C 1.213 -1.076 -1.633 -0.40
N 0.295 -0.125 -1.986 0.16
C 0.155 0.065 -3.278 -0.17
C 0.914 -0.550 -4.233 -0.06
C 1.765 -1.536 -3.757 -0.15
N 1.908 -1.839 -2.505 0.14
H 7.599 -4.530 -2.325 0.08
H 8.252 -3.205 -1.556 0.09
H 5.332 -4.831 -2.656 0.12
H 3.020 -4.330 -1.833 0.10
H 4.593 -1.847 1.310 0.08
H 6.972 -2.425 0.495 0.11
H -0.568 0.837 -3.532 0.10
H 0.909 -0.224 -5.243 0.08
H 2.339 -2.148 -4.445 0.11
S -1.063 1.366 3.169 0.69
C -0.017 1.379 4.548 -1.05
S 1.190 0.176 4.428 0.70
C -0.198 2.243 5.588 -0.37
C 0.708 2.240 6.679 -0.25
N 1.453 2.256 7.565 0.14
C -1.141 3.272 5.380 -0.28
N -1.899 4.122 5.206 0.14
Cl -5.327 2.323 2.129 0.71
C -5.046 2.302 0.400 -0.58
C -5.261 3.434 -0.351 -0.11
C -5.052 3.403 -1.721 -0.10
C -4.564 2.265 -2.323 -0.14
C -4.263 1.161 -1.541 -0.55
Cl -3.389 -0.134 -2.385 0.73
C -4.556 1.123 -0.150 -0.31
N -4.289 0.025 0.659 0.08
C -4.618 -1.301 0.369 -0.22
C -5.587 -1.537 -0.580 -0.05
C -5.931 -2.857 -0.877 -0.09
C -5.392 -3.895 -0.156 -0.10
C -4.414 -3.670 0.825 -0.02
C -4.072 -2.371 1.082 -0.16
C -3.066 -2.110 2.126 -0.03
C -1.677 -1.573 1.803 -0.63
O -0.798 -1.778 2.635 -0.09
O -1.474 -0.813 0.784 -0.13
H -5.673 4.326 0.115 0.11
H -5.276 4.282 -2.311 0.10
H -4.359 2.223 -3.399 0.11
H -3.763 0.193 1.490 0.10
H -6.029 -0.708 -1.124 0.11
H -6.725 -3.101 -1.540 0.09
H -5.744 -4.927 -0.380 0.11
H -3.952 -4.505 1.314 0.11
H -2.806 -2.988 2.677 0.12
H -3.414 -1.427 2.909 0.15
```